A molecular structure, C47H57BiGeN4P2Se2Si3 at a distorted geometry, computed with ωB97M-V with the def2-TZVPD basis set.

As for the multiplicity: 2. The expectation value of S² is 0.79. The charge is +1. Its gap between HOMO and LUMO (spin up / spin down) is 0.252 / 0.175 Eh.

Last column: Mulliken charge in e.
Element x y z (Å)
H 3.367 3.299 5.818  0.44
H -5.246 0.720 -1.660  0.36
H -6.628 -3.297 -2.233  0.38
H 4.274 1.886 -3.704  0.30
H 1.086 0.893 -4.698  0.44
C 2.159 -2.310 1.947  -0.49
H -3.553 1.513 1.862  0.36
C -6.811 -2.230 -2.281  -0.56
H 0.128 -5.958 2.519  0.44
H 3.715 3.235 3.376  0.48
Se -0.388 0.710 2.389  -0.05
H -0.266 -5.187 0.201  0.53
C -0.242 -4.958 2.337  -0.74
H 4.851 -3.157 1.089  0.44
H 6.824 0.704 -2.118  0.42
C 3.921 6.485 -0.363  -0.58
C -6.031 0.031 -1.942  -0.27
H 4.537 -0.537 3.382  0.59
H 5.862 3.413 -0.259  0.40
H -6.738 0.129 4.361  0.41
H -1.954 -4.923 -5.592  0.42
C 0.353 -1.760 -2.681  -0.35
H 2.821 -1.910 -4.438  0.47
H -1.162 -2.932 -0.212  0.05
C -0.492 -4.110 3.408  -0.85
H 4.032 7.391 1.579  0.43
C -5.175 -1.284 3.974  -0.79
H 2.437 3.535 -1.066  -0.26
C 0.167 3.730 4.805  -0.61
N 1.826 3.398 1.511  0.39
H 3.637 5.346 -2.165  0.48
C 3.193 -1.286 -3.623  -1.14
H -3.895 -1.417 -4.081  0.38
H -5.637 -2.075 4.549  0.45
H 4.742 0.763 2.200  0.15
C 4.817 -2.225 0.520  -1.25
Si 4.637 1.469 -1.271  0.43
H -3.506 -2.496 3.395  0.53
C 4.357 2.526 -2.824  -0.94
H 6.232 1.921 0.600  0.50
H -3.141 -4.729 -1.478  0.38
H -7.444 1.576 -2.406  0.41
H -5.700 1.921 3.011  0.44
C -8.035 -1.746 -2.705  -0.69
C -5.214 0.959 3.103  -0.80
H -1.153 -2.156 4.008  0.56
H 1.372 -1.773 2.469  -0.06
C -0.963 -3.257 0.800  -0.14
C -0.465 -4.528 1.036  -0.77
Se -4.606 -3.237 0.448  -0.21
H -2.865 -2.659 -5.963  0.44
C -1.225 -2.416 1.874  0.95
C -0.973 -2.833 3.180  -0.53
N -2.828 0.062 -2.137  -0.21
P -1.877 -0.764 1.627  0.54
H 1.092 3.648 6.737  0.42
C 5.919 0.183 -1.795  -1.07
C 0.358 3.665 3.435  -0.21
H 3.463 3.149 -2.784  0.07
H 1.700 -2.923 1.168  0.04
C 3.455 5.397 -1.100  -0.99
H 3.862 -0.540 -4.054  0.30
H 5.569 -0.419 -2.633  0.25
H -0.585 -1.318 -2.339  -0.32
C 2.989 5.536 1.640  -0.41
Ge 2.567 0.344 -0.553  0.39
H 0.593 -2.610 -2.040  0.18
H 2.639 -2.975 2.670  0.54
C -5.795 -0.049 3.861  -0.59
C 1.125 1.060 -3.619  -1.09
C -3.972 -1.523 3.330  -0.23
C -2.172 -0.380 -0.080  -0.99
H 4.710 2.760 0.898  -0.29
P -4.278 -2.073 -1.280  0.84
H 3.778 -1.926 -2.960  0.28
Si 1.740 -0.481 -2.718  0.19
H -0.480 3.804 2.762  0.51
N -1.845 0.864 -1.833  -0.82
C -3.566 -3.004 -2.671  0.30
H 2.780 5.611 2.697  0.42
C -3.091 -0.730 -1.077  0.34
C -2.404 -4.381 -4.770  -0.52
H 3.185 0.532 3.018  -0.01
C -3.060 -4.281 -2.462  -0.29
C -8.262 -0.375 -2.742  -0.48
H -8.816 -2.433 -3.002  0.40
C -3.392 -0.512 2.573  0.74
H 4.642 -2.482 -0.526  0.30
H 5.213 3.188 -2.981  0.44
C -3.501 -2.413 -3.933  -0.33
C 1.636 3.474 2.912  -0.55
H 5.799 -1.756 0.597  0.38
H -9.223 0.003 -3.066  0.38
C 2.720 3.359 3.785  0.37
C 2.527 4.411 0.915  0.95
C -2.917 -3.107 -4.979  -0.82
C -7.263 0.509 -2.366  -0.72
H 4.455 7.283 -0.861  0.43
C 4.042 0.018 2.581  -0.87
C -4.010 0.732 2.460  -0.62
Bi 0.517 2.016 0.202  0.74
H -0.827 3.896 5.198  0.47
H 6.194 -0.494 -0.986  0.25
N -1.423 0.617 -0.611  0.79
C 2.520 3.405 5.153  -0.83
C 5.428 2.487 0.124  -0.65
H 1.770 1.925 -3.448  0.23
C 2.775 4.378 -0.478  0.24
C 3.682 6.543 1.006  -0.87
H 0.183 -2.133 -3.694  0.46
Si 3.436 -1.136 1.219  0.40
H 0.118 1.311 -3.287  0.38
H -0.303 -4.439 4.421  0.46
C -5.810 -1.339 -1.899  0.47
C -2.476 -4.969 -3.516  -0.64
C 1.244 3.592 5.668  -0.72
H -2.087 -5.967 -3.361  0.44

Forces on atoms 1 to 3 (eV/Å):
-0.003 0.019 0.002
-0.058 -0.014 -0.020
-0.030 -0.002 0.004

=====

A molecular structure, C47H57CuN8O2Sb, computed with ωB97M-V with the def2-TZVPD basis set.

As for the multiplicity: 2. The expectation value of S² is 0.78. Its gap between HOMO and LUMO (spin up / spin down) is 0.178 / 0.178 Eh.

Last column: Mulliken charge in e.
Element x y z (Å)
H -2.689 2.645 3.185  0.14
C 3.167 1.289 -2.294  -0.02
H -5.624 -1.878 3.100  0.49
H 6.217 2.766 -1.942  0.44
H -0.942 5.251 -3.929  0.31
H 5.226 -4.543 -3.812  0.41
H 5.607 -4.851 3.897  0.37
H 1.638 -2.873 -4.474  0.33
H 4.252 2.699 -3.443  0.44
C 5.288 -2.007 -1.560  -0.10
C -4.075 2.789 1.507  1.75
C 3.233 0.254 1.850  -1.02
H 6.254 1.308 0.117  0.55
H -6.491 -0.280 0.100  0.23
C -5.562 3.053 1.314  -1.79
H -6.079 -0.319 2.401  0.25
O -0.930 3.672 -5.274  -0.51
N 4.118 0.438 2.808  -0.62
H -0.517 -3.953 -1.870  0.42
C 2.469 -0.406 -0.485  -0.79
H 3.502 -4.350 0.097  0.47
H -4.580 2.360 -1.734  0.23
C -3.253 3.781 0.686  -1.60
N 2.405 1.475 4.100  -0.78
C -0.314 -3.010 -4.450  -0.88
H -5.812 3.142 0.256  0.34
C -0.410 1.321 -1.949  0.44
C -4.305 1.344 -2.030  -2.12
H -4.303 0.467 4.079  0.34
C 2.644 -3.228 3.890  -0.82
H -4.836 1.116 -2.962  0.48
C -0.525 -0.852 -3.190  -0.88
C -0.557 -0.141 -1.997  1.63
N 3.209 0.519 -1.157  0.57
C 0.310 3.118 -0.706  -0.71
C -0.579 2.139 -3.066  -0.40
C -0.575 -2.103 -0.791  -0.51
H -3.232 -1.151 -1.643  0.38
C 4.319 0.534 -0.326  -2.72
C 3.652 1.033 3.916  0.19
H -4.388 2.400 3.624  0.35
H -0.389 -4.083 -4.246  0.34
H -2.002 -1.694 2.081  0.07
H -0.467 -0.337 -4.140  0.48
H -4.844 -1.309 -2.354  0.53
N -0.559 -0.769 -0.802  1.25
C 3.936 -2.643 1.916  0.31
C 3.669 -4.049 4.342  -0.49
H -3.228 -2.334 0.978  0.31
O 0.914 -2.700 -5.088  -0.52
H -3.800 4.020 3.257  0.53
H -6.708 0.077 -1.611  0.49
C 4.155 -1.863 0.703  0.14
C 1.599 1.294 3.061  0.49
H -0.601 -2.566 0.187  0.44
C 5.041 -3.999 -2.895  -0.55
C -5.415 -1.177 2.281  -1.86
H -2.183 3.634 0.853  0.23
H -5.660 -1.687 1.348  0.35
C 4.550 -2.572 -0.506  0.91
C 4.095 -3.895 -0.685  -0.33
C 4.332 -4.590 -1.855  -0.94
H -0.286 1.519 2.364  -0.39
C -3.592 -0.275 3.719  -1.80
H 4.213 1.539 5.808  0.25
C -4.678 0.328 -0.954  2.14
C -0.237 3.475 -2.997  -0.12
H -0.968 1.749 -3.995  0.54
H 6.074 -2.231 -3.531  0.44
H 3.950 -5.598 -1.966  0.39
N 1.961 0.687 1.916  0.75
H -2.588 0.158 3.749  0.23
C 0.237 3.973 -1.784  -1.54
H -5.835 4.001 1.794  0.49
N 0.003 1.824 -0.770  0.98
H 1.734 -3.129 4.470  0.46
H 0.535 5.009 -1.685  0.49
C 5.513 -2.704 -2.734  -0.83
H 5.440 0.792 4.816  0.24
C -6.181 0.388 -0.700  -1.68
N 0.330 1.743 3.132  -0.05
H -4.561 -1.834 -0.693  0.21
H -6.513 1.395 -0.460  0.27
C 4.809 -4.200 3.562  -0.82
H -6.175 2.267 1.757  0.27
C -3.716 2.963 2.979  -1.71
H -3.610 -1.118 4.419  0.53
Cu 0.769 0.230 0.319  -0.73
C 4.936 -3.520 2.365  -0.24
H -0.024 2.092 4.004  0.30
H 5.836 -3.629 1.772  0.48
C 2.770 -2.543 2.694  0.22
H -3.260 -2.786 2.689  0.57
H 0.663 4.724 -4.460  0.32
H 0.643 3.477 0.262  0.51
Sb -3.326 0.774 0.793  0.15
C 4.265 2.086 -2.551  -0.82
N 4.530 1.203 4.919  -0.36
H -3.440 3.677 -0.385  0.27
H -3.505 4.808 0.975  0.51
C 5.405 1.313 -0.553  -0.51
H -3.234 1.327 -2.239  0.59
H 2.281 1.244 -2.910  0.54
C -0.490 -2.237 -3.170  -0.01
C -4.301 -1.073 -1.432  -1.89
C -3.058 -1.965 1.992  -1.57
H 5.704 -1.018 -1.449  0.37
C -3.950 -0.768 2.321  1.76
C -0.342 4.373 -4.197  -0.68
H -1.090 -2.738 -5.167  0.37
C 3.628 -0.462 0.593  4.14
H 1.938 -1.961 2.323  0.14
C 5.378 2.126 -1.708  -1.04
H -0.986 4.257 -6.033  0.32
C -0.532 -2.873 -1.934  -1.32
H 3.569 -4.583 5.278  0.40

Forces on atoms 1 to 3 (eV/Å):
-0.005 0.025 0.067
-0.090 0.287 -0.210
0.004 -0.014 -0.001

=====

A molecular structure, C47H58F5N8OP2Ti, computed with ωB97M-V with the def2-TZVPD basis set.

As for the multiplicity: 1. The charge is +1. As for the energy above the lowest of the compared OMol25 structures with the same formula, charge and spin: 0.0 kJ/mol. Its gap between HOMO and LUMO is 0.309 Eh.

Last column: Mulliken charge in e.
Element x y z (Å)
H 4.669 -2.085 0.480  0.62
H -1.613 0.202 3.593  0.31
H -0.697 2.916 -1.180  0.39
C -4.879 -0.175 -0.040  -0.46
C 3.151 -1.596 2.791  -1.45
H -2.891 -4.405 3.804  0.40
H 2.669 1.256 0.869  0.71
H 0.396 1.062 -2.557  0.30
N -2.326 -0.929 -1.774  0.73
H 2.051 2.339 -3.832  0.70
P -0.806 -1.687 -1.576  0.89
H -3.547 -2.433 -2.584  0.34
F -1.205 1.894 2.140  -0.26
C -3.960 -2.096 3.178  -0.49
H 5.079 3.951 3.250  0.24
N -1.384 -2.956 3.888  0.23
C 3.526 2.282 -0.796  -0.59
C 2.558 1.517 -0.171  -0.97
C 2.443 -3.333 1.115  -1.53
H -4.627 -1.479 2.575  0.09
H 5.844 2.463 2.670  0.26
C -0.681 -5.716 -0.877  -0.82
H 2.397 -1.946 3.496  0.23
O 5.568 1.717 0.206  -0.68
H -1.181 -7.329 -2.196  0.41
C -1.406 -4.046 -2.970  -0.91
C 3.946 4.941 0.262  -0.53
C -1.128 -6.256 -2.072  -0.90
C 4.757 2.610 0.013  0.01
H 3.370 -3.895 1.235  0.59
H -2.759 -2.653 5.437  0.37
C 1.791 -0.829 -5.281  -0.77
H -6.813 -0.672 0.730  0.47
N 1.496 -1.081 1.087  0.64
C 0.868 1.795 3.172  0.30
C 3.376 2.571 -2.145  0.01
N -3.204 -2.988 2.297  0.36
H -0.245 -3.927 0.207  0.01
H 1.797 -2.549 -2.367  0.39
H -2.937 0.184 2.411  -0.21
H -0.023 -2.820 2.324  -0.42
H -1.628 -3.405 -3.814  0.41
F 0.577 2.926 3.821  -0.33
H 3.268 4.649 -0.538  0.29
C -2.285 4.086 -3.933  -0.71
P -2.273 0.585 -0.964  0.79
C 5.943 3.546 2.725  -1.00
H -4.010 1.243 -3.335  0.40
H 2.614 4.452 1.895  0.15
C -6.042 0.085 0.672  -0.65
C -3.350 -1.371 -2.727  -1.45
C 2.235 2.125 -2.790  -1.68
C 6.070 4.132 1.325  -0.76
H 6.835 3.775 3.307  0.41
C -1.485 -5.419 -3.122  -0.78
F 0.555 0.766 3.984  -0.22
H -4.276 -0.834 -2.543  0.64
C -2.170 -2.059 4.737  -0.79
H -7.113 1.498 1.877  0.42
H -1.271 -0.073 -4.071  -0.08
H -5.337 3.216 1.740  0.45
C -6.211 1.302 1.314  -0.65
H 2.429 -0.622 -6.129  0.42
C -0.622 -4.340 -0.718  1.12
H -0.669 4.834 -2.740  0.52
C -3.879 0.790 -0.128  1.15
H -3.071 -1.561 0.798  -0.17
H 1.723 -3.739 1.826  0.32
C -3.251 2.004 -3.221  -0.38
H 3.244 -2.062 -4.291  0.50
H -1.804 -5.839 -4.065  0.47
N -1.440 -1.282 2.089  1.84
C -1.384 4.036 -2.883  -0.62
C -0.301 -0.547 -4.128  -0.27
H 4.080 -2.128 2.997  0.46
C 3.819 -1.409 0.379  -1.66
H 4.192 -0.407 0.574  0.40
C -3.222 3.072 -4.101  -0.79
F 2.199 1.768 2.990  -0.06
H -2.270 4.922 -4.620  0.42
C -4.060 2.015 0.516  -1.03
Ti 0.179 -0.204 0.570  0.78
H -1.859 -2.847 0.739  -0.46
C -2.409 -2.182 1.394  -1.01
H 4.126 3.145 -2.672  0.59
C 0.149 -1.367 -3.098  0.64
H -0.370 -6.364 -0.068  0.51
H -3.940 3.126 -4.908  0.48
C -0.598 -2.159 2.968  -0.51
C -1.399 2.956 -2.010  -0.32
F 0.520 2.786 1.114  -0.23
C -2.302 -3.794 3.120  -0.76
C -2.325 1.930 -2.178  0.78
H 4.505 5.808 -0.102  0.40
C -5.216 2.267 1.236  -0.69
H 0.158 0.349 -6.019  0.50
H -3.288 2.774 0.468  0.37
H -3.063 -1.206 -3.766  0.13
H 2.434 6.094 1.271  0.39
H -4.556 -2.695 3.868  0.39
N -3.066 -1.229 3.936  0.20
H 3.467 -1.457 -0.655  0.02
H -4.757 -1.146 -0.500  0.08
N 1.462 1.060 -0.793  1.83
H 0.089 -1.521 3.521  0.00
C -2.277 -0.434 3.018  -0.78
H 3.321 -0.533 2.962  0.19
C 3.157 5.313 1.508  -1.07
C 1.431 -1.911 -3.167  -0.55
C 2.710 -1.842 1.346  1.46
C 0.518 -0.286 -5.220  -0.79
H 2.080 -3.498 0.099  0.15
H 3.809 5.693 2.294  0.40
H -1.492 -1.417 5.302  0.34
C 2.248 -1.641 -4.250  -0.72
H 6.946 3.714 0.827  0.40
H -1.723 -4.456 2.471  0.26
C -1.007 -3.489 -1.752  0.35
H 6.189 5.215 1.364  0.41
C 1.306 1.390 -2.078  -0.54
N 4.901 3.862 0.482  0.19
C 0.137 1.654 1.839  0.69

Forces on atoms 1 to 3 (eV/Å):
0.000 -0.022 -0.002
-0.038 -0.033 -0.022
-0.073 0.045 -0.077

=====

A molecular structure, C47H59BN11O3Tl at a distorted geometry, computed with ωB97M-V with the def2-TZVPD basis set.

As for the multiplicity: 2. The expectation value of S² is 0.78. The charge is +1. As for the energy above the lowest of the compared OMol25 structures with the same formula, charge and spin: 0.0 kJ/mol. Its gap between HOMO and LUMO (spin up / spin down) is 0.134 / 0.135 Eh.

Last column: Mulliken charge in e.
Element x y z (Å)
C -3.134 -4.877 1.118  0.37
C 5.489 -0.772 0.470  -2.02
C 0.114 -1.296 -6.296  -0.65
C 2.771 2.636 3.045  -0.28
H -1.173 2.182 3.812  0.46
C 1.968 -0.022 -3.250  -0.85
H 0.437 -4.513 4.576  0.41
C -2.312 -1.536 1.923  -0.07
H 2.918 0.513 -3.224  0.56
N 4.465 3.456 0.766  0.48
C -1.871 -2.133 -4.523  -0.23
H 3.912 4.306 -1.476  0.55
H 7.582 4.581 -1.306  0.34
C -4.346 1.111 0.266  -1.04
H 1.233 -3.295 -1.475  0.19
C -0.695 1.445 3.168  -1.01
H -4.107 -1.482 -2.517  0.19
H -5.187 1.757 0.480  0.50
H -3.594 -3.335 -0.376  -0.14
H 2.190 -3.291 3.222  0.81
H 4.161 -3.194 1.092  0.47
H -2.795 -4.056 -1.784  0.71
H -4.503 -1.671 -4.226  0.36
C 4.249 4.655 1.363  -0.31
H -4.910 -2.948 -3.074  0.49
C 1.414 0.004 -4.669  0.05
H 3.872 -3.077 -0.650  0.37
O 1.602 -2.507 -1.884  -0.65
C 1.103 -1.454 3.047  -0.96
N 3.345 -0.158 0.253  0.15
H 0.711 1.468 -6.123  0.51
C -2.665 0.277 -1.222  -0.09
C -2.196 0.173 -2.666  -0.26
C 0.533 -3.796 2.056  0.36
H -2.738 -3.110 -6.195  0.57
C -2.810 -2.889 -3.591  -0.08
H 1.724 -1.042 3.843  0.67
N 1.280 2.525 -0.895  -0.59
C 1.176 -4.904 1.577  -0.77
H 7.586 6.118 -0.420  0.36
C 6.170 4.676 0.286  0.81
H -1.237 1.406 2.222  -0.03
C 0.221 -0.881 -4.976  0.61
C 1.105 1.444 -5.107  -1.52
C 0.784 3.416 -1.738  0.50
N 2.524 2.207 1.786  1.05
H -0.935 2.735 -2.862  0.04
H 6.374 -1.378 0.570  0.51
H 3.349 4.865 1.916  0.63
N 1.278 1.688 1.718  0.11
H 2.216 -5.071 1.828  0.51
C -4.159 -2.199 -3.337  -1.57
C -4.016 -3.767 0.531  -1.22
H -3.038 -3.804 -4.140  0.87
C 0.419 -3.429 4.447  -1.66
H -1.392 -6.612 0.096  0.53
H 0.092 -1.076 3.189  -0.27
C -0.971 -2.019 -6.759  -1.34
C 0.730 1.825 2.918  0.62
B 3.441 2.341 0.527  -0.42
H 8.312 4.676 0.293  0.27
C 2.914 3.898 -1.468  -0.43
H -2.873 -5.893 3.047  0.38
H -4.290 0.169 2.218  0.57
C 7.487 5.039 -0.322  -1.32
C -3.859 0.243 1.229  -0.93
H -1.206 -3.856 -2.512  0.31
C -2.771 -0.554 0.899  -0.02
C 0.496 -5.835 0.784  -0.91
C -3.480 -5.099 2.608  -1.59
H -3.364 -5.796 0.578  0.74
H 1.160 -2.411 -2.735  0.10
C -0.896 -5.784 0.585  -1.08
H 3.721 3.062 3.318  0.77
H 1.489 -1.085 2.098  -0.26
H 0.367 1.891 -4.444  0.14
H 0.914 -2.971 5.302  0.45
C 5.414 0.600 0.450  -0.04
H -0.953 4.438 -2.426  0.48
H -1.266 3.206 -1.193  0.10
N -1.337 -2.420 1.592  1.28
H 6.187 1.344 0.507  0.63
H 5.476 6.479 1.419  0.42
H -0.787 0.474 3.662  0.30
H -4.125 1.726 -1.794  0.61
C -0.873 -1.177 -4.097  0.27
H 2.150 -1.038 -2.889  0.64
H -3.327 -4.182 3.179  0.32
C -0.673 3.445 -2.078  -0.89
H 0.901 -1.023 -6.989  0.52
H 1.045 -6.679 0.381  0.50
H 2.209 -0.364 -5.324  0.68
H -1.037 -2.289 -7.805  0.40
C 1.791 4.308 -2.145  -1.76
C -2.143 -3.339 -2.291  -1.11
H -1.943 -2.502 -1.615  -0.09
C -3.755 1.113 -0.986  -0.77
H 2.011 2.051 -5.073  0.44
H -4.987 -4.196 0.283  0.54
H -4.197 -2.973 1.250  0.41
Tl 0.792 0.029 -0.359  1.91
O -2.874 0.710 -3.528  -0.63
H 1.700 5.138 -2.826  0.51
C 3.666 -2.609 0.313  -0.40
C -0.874 -3.590 1.623  -0.19
N -1.028 -0.464 -2.965  1.48
H 1.298 0.490 -2.562  -0.86
C -1.639 -4.738 1.053  0.82
H -0.621 -3.094 4.433  0.30
O -2.746 -1.582 3.054  -0.58
C 4.162 -1.203 0.340  0.25
N 5.636 3.484 0.076  -1.24
C 5.321 5.462 1.096  -1.38
H -4.528 -5.387 2.692  0.44
H 1.499 2.658 4.845  0.50
N 2.594 2.823 -0.710  1.79
C 1.646 2.421 3.804  -2.11
C 1.146 -2.984 3.154  0.53
N -2.171 -0.530 -0.286  0.87
H 2.590 -2.627 0.476  -0.68
N 4.121 0.955 0.313  0.41
C -1.937 -2.463 -5.856  -0.53

Forces on atoms 1 to 3 (eV/Å):
-0.091 0.243 0.053
-0.003 -0.168 0.001
0.067 -0.108 -0.034

=====

For the records above, the corresponding electronic energy values read -290881.599; -116854.083; -118926.967; -77593.992 eV.
For the records above, the corresponding molecular weight values read 1263.717; 951.333; 955.841; 1041.258 g/mol.